[1]
The following is a DFT calculation (wB97M-V/def2-TZVPD) of a cluster of 3 separate species, C23H45BrN2O9P2 in total at a distorted geometry.

Geometry as XYZ:
```
82
Properties=species:S:1:pos:R:3:forces:R:3
C 1.57201 0.89403 -1.22838 -0.035 1.332 -0.146
C 0.06819 0.94331 -1.29350 -0.859 0.988 0.619
C -0.63770 1.26770 0.01122 0.313 -1.204 -0.226
N -0.56214 0.76135 -2.39439 2.667 -2.222 -0.718
N -1.33082 -0.43900 -2.62570 -1.792 1.979 0.253
C -1.38424 -0.70048 -4.07846 0.377 0.246 0.263
C -1.01511 -2.15121 -4.41933 0.365 0.644 -1.146
C -0.14156 -2.17339 -5.69557 -0.249 -0.335 0.350
C 1.30936 -2.58503 -5.46321 -0.345 0.119 -1.446
C 2.10998 -2.31654 -6.74240 0.125 0.332 0.773
Br 2.17195 -1.57971 -4.03588 -0.066 -0.176 0.208
O -2.13448 -2.98046 -4.70904 0.052 -0.105 0.660
C -2.81200 -3.40380 -3.53495 -0.432 -0.562 -0.202
C -1.96396 -4.36154 -2.66792 0.352 1.054 0.009
C -1.38834 -3.66367 -1.44735 0.202 -0.657 -0.196
C -2.15945 -2.88014 -0.60456 -0.331 -0.006 0.063
C -1.59548 -2.21692 0.46877 -0.012 0.062 0.059
C -0.23960 -2.34239 0.73046 -0.499 0.042 -0.174
C 0.52942 -3.13826 -0.10183 1.147 -0.331 0.335
C 2.01857 -3.25588 0.14444 -0.327 0.527 -0.269
C -0.02941 -3.80559 -1.17987 -0.769 0.391 0.131
H 1.94389 1.24648 -0.26556 0.040 -0.128 0.027
H 2.04161 1.51085 -1.99676 -0.004 -0.257 -0.209
H 1.83983 -0.15436 -1.37838 0.016 0.003 -0.043
H -0.04287 0.94858 0.86755 -0.243 -0.096 0.140
H -0.74110 2.35231 0.08220 -0.115 0.006 -0.134
H -1.61104 0.77690 -0.02036 -0.129 0.215 0.355
H -2.28077 -0.21251 -2.32354 -0.126 -0.584 0.083
H -2.32893 -0.38587 -4.53352 -0.105 -0.309 -0.005
H -0.62317 -0.05406 -4.51101 0.074 -0.021 0.085
H -0.38819 -2.51839 -3.60352 -0.345 -0.233 0.185
H -0.56573 -2.93853 -6.35191 0.036 0.003 -0.026
H -0.19929 -1.23599 -6.25106 0.100 0.107 0.142
H 1.31511 -3.65621 -5.26535 0.303 0.110 0.629
H 3.15889 -2.55460 -6.57210 -0.007 -0.251 -0.280
H 1.68536 -2.85966 -7.58523 0.094 -0.058 -0.034
H 2.06896 -1.24156 -6.92476 -0.045 -0.038 -0.256
H -3.70169 -3.93406 -3.87835 0.016 0.097 -0.157
H -3.16299 -2.53669 -2.96706 0.106 0.009 0.087
H -2.50023 -5.27383 -2.40979 -0.146 0.079 0.056
H -1.11363 -4.63563 -3.29604 -0.109 -0.332 -0.021
H -3.22420 -2.77318 -0.77751 -0.010 -0.022 -0.066
H -2.22227 -1.58917 1.09000 0.027 -0.031 0.089
H 0.19412 -1.82225 1.57515 0.143 -0.044 -0.021
H 2.39042 -4.25594 -0.06786 0.054 -0.005 0.070
H 2.27345 -2.94868 1.15776 0.052 -0.168 0.042
H 2.50012 -2.54979 -0.54003 0.258 -0.153 0.022
H 0.56714 -4.41711 -1.84650 0.186 0.018 0.098
C -5.68601 5.97863 3.42035 -0.149 0.092 0.144
O -4.38880 6.43430 2.99486 -0.997 -0.007 -2.018
P -3.45380 5.40232 2.18011 3.933 -1.252 2.983
O -3.51350 4.11795 2.91432 -0.843 0.043 -0.408
O -2.12533 6.26269 2.41246 0.102 -0.211 -0.281
C -1.49024 6.19601 3.68695 0.007 0.227 0.205
O -3.02837 5.05853 0.67029 -2.137 1.338 -0.463
C -3.98917 4.35088 -0.13940 0.042 -0.228 -0.047
H -6.30839 6.85713 3.57489 0.079 0.048 -0.061
H -6.15402 5.33587 2.67806 -0.014 -0.052 0.036
H -5.58374 5.43851 4.35891 0.056 -0.096 -0.063
H -1.72418 5.26619 4.20488 -0.053 -0.021 -0.065
H -1.79835 7.04474 4.29912 -0.038 -0.017 0.010
H -0.41629 6.25211 3.52235 -0.012 0.005 -0.067
H -5.00247 4.71444 0.03131 -0.027 -0.015 -0.044
H -3.94003 3.28679 0.08786 -0.019 0.019 0.081
H -3.73355 4.50779 -1.18370 0.098 0.096 0.046
C 6.24680 -0.13764 5.97460 0.219 0.012 0.057
O 5.56620 0.24742 4.76625 -1.104 1.362 1.413
P 4.04554 -0.25093 4.56267 -0.081 -3.418 -3.751
O 4.02520 -1.68628 4.92349 0.080 0.417 0.837
O 4.04460 0.06117 2.99386 -0.367 -0.036 0.048
C 4.70653 -0.85045 2.12095 0.296 0.048 -0.244
O 2.54055 0.29201 4.71993 1.289 1.681 1.489
C 2.00768 0.37598 6.05712 -0.190 -0.126 0.039
H 7.05335 0.57349 6.13817 -0.058 0.061 -0.073
H 5.58207 -0.12769 6.83555 0.009 -0.060 0.023
H 6.66378 -1.13399 5.84643 -0.118 -0.049 0.005
H 4.77314 -1.85240 2.54469 -0.061 0.047 0.119
H 5.70884 -0.48506 1.89293 0.017 -0.003 0.048
H 4.13436 -0.89660 1.19609 -0.051 0.053 0.030
H 2.74973 0.74093 6.76725 -0.012 0.018 0.023
H 1.65648 -0.60616 6.36994 0.071 -0.024 -0.013
H 1.17337 1.07189 6.03746 0.028 0.015 -0.096
```
Forces are in eV/Å.

Its multiplicity is 1. The HOMO energy comes out at -7.43 eV. The calculation puts the gap between HOMO and LUMO at 7.785 eV. Its SMILES is CC(C)=NNC[C@H](C[C@@H](C)Br)OCCc1cccc(C)c1.COP(=O)(OC)OC.COP(=O)(OC)OC.

---

[2]
The following is a DFT calculation (wB97M-V/def2-TZVPD) of a cluster of 3 separate species, C23H45FN5O3S in total at a distorted geometry.

Geometry as XYZ:
```
78
Properties=species:S:1:pos:R:3:forces:R:3
O 0.49009 -3.47789 2.76171 2.710 1.408 -3.379
S 1.46798 -2.56969 2.08373 -2.467 3.447 6.357
O 1.80002 -1.40641 2.99310 -0.410 -3.387 -4.119
F 0.86875 -1.86080 0.67473 1.509 -2.183 2.202
N 2.95875 -3.38833 1.79199 -1.265 -1.556 -1.456
C 3.60368 -3.00720 0.48874 1.996 -0.430 -1.994
C 3.24615 -4.00510 -0.72725 -0.324 -1.248 0.945
C 3.48592 -5.52487 -0.21464 0.143 0.551 -0.638
N 2.47785 -5.75510 0.88055 1.740 2.516 2.742
C 2.85225 -4.84208 1.98398 -1.135 -2.088 -0.900
N 3.09838 -5.37553 3.17277 -0.468 0.758 -1.094
C 3.45187 -4.64247 4.42716 0.015 -0.066 2.160
O 4.51727 -3.69147 4.29318 0.039 -1.967 -1.345
C 5.65574 -4.23375 3.62330 3.964 -0.620 -2.203
C 6.17105 -5.68878 3.70590 1.418 2.724 -1.925
C 7.47229 -6.04105 2.90822 -0.482 2.355 -0.360
C 8.28831 -5.02950 2.07213 -3.265 1.514 1.626
C 7.76405 -3.57395 1.98202 -2.303 -2.396 2.507
C 6.47661 -3.21348 2.75244 0.687 -2.298 0.149
H 4.74435 -3.12185 0.65033 -1.844 0.430 -0.014
H 3.37667 -1.92739 0.20227 0.188 -1.482 0.753
H 3.91471 -3.87631 -1.64137 -1.025 0.329 1.324
H 2.12429 -3.93366 -0.96610 1.752 0.019 0.010
H 3.29922 -6.30700 -1.02134 0.243 1.234 1.005
H 4.52593 -5.68185 0.24510 -1.215 0.295 -1.017
H 2.45894 -6.73068 1.21328 0.040 0.624 -0.205
H 2.98319 -6.40521 3.25392 0.256 1.109 -0.102
H 2.50049 -4.15582 4.84952 1.625 -0.252 -0.847
H 3.76873 -5.43554 5.20288 -0.591 0.960 -1.406
H 5.60944 -6.46958 4.33713 1.225 1.251 -1.180
H 7.87082 -7.12162 2.92638 -0.852 1.938 0.151
H 9.25529 -5.28077 1.51358 -1.730 0.085 1.076
H 8.27701 -2.72362 1.40896 -0.746 -1.655 0.937
H 6.09966 -2.12874 2.69615 0.572 -1.908 0.233
C -4.01672 -1.32151 -3.93860 0.010 0.097 -0.057
C -3.44853 -1.38525 -2.52630 -0.023 0.066 -0.146
N -2.30101 -0.50963 -2.31199 0.407 -0.076 0.136
C -1.59291 -0.78113 -1.06413 -0.013 -0.146 -0.128
C -2.34355 -0.53849 0.24487 0.088 0.039 0.261
C -2.50221 0.90343 -2.62068 -0.101 0.029 -0.342
C -3.62055 1.63934 -1.88472 -0.058 0.274 0.094
H -3.24296 -1.52585 -4.68431 -0.039 0.075 0.093
H -4.80256 -2.07248 -4.05605 0.061 0.071 0.051
H -4.46267 -0.34798 -4.15633 0.043 -0.069 -0.019
H -3.13786 -2.42138 -2.35313 0.175 0.137 0.159
H -4.25630 -1.18328 -1.81345 -0.142 -0.025 0.068
H -0.65929 -0.20711 -1.04578 -0.127 0.120 -0.150
H -1.27301 -1.83045 -1.08066 -0.148 -0.026 -0.134
H -2.42977 0.52447 0.47004 -0.090 -0.058 -0.016
H -1.79026 -0.99320 1.07282 -0.048 0.017 -0.027
H -3.34161 -0.98087 0.24128 0.051 0.045 -0.035
H -2.68757 0.99515 -3.69602 -0.026 -0.153 0.066
H -1.56258 1.44548 -2.46583 0.015 -0.243 0.115
H -4.54770 1.06372 -1.84288 0.064 -0.011 -0.001
H -3.84661 2.57599 -2.40386 0.022 -0.066 0.022
H -3.32797 1.90500 -0.86844 -0.120 -0.065 0.008
C -3.47695 9.39913 -1.70720 0.059 -0.027 -0.092
C -4.04284 8.30156 -0.81457 0.043 0.056 -0.159
N -4.38107 7.07559 -1.52956 -0.266 -0.249 -0.045
C -5.17687 6.14354 -0.73360 -0.159 0.164 -0.019
C -4.52573 5.53997 0.51058 -0.054 -0.228 0.156
C -3.30796 6.46908 -2.31180 0.039 0.294 -0.180
C -2.02665 6.07933 -1.57612 0.245 -0.210 -0.037
H -4.15511 9.62173 -2.53603 0.070 -0.088 0.062
H -3.34349 10.31634 -1.12728 -0.009 -0.101 -0.018
H -2.50066 9.12952 -2.11790 -0.067 0.033 -0.009
H -4.95174 8.70183 -0.35300 -0.046 -0.278 -0.021
H -3.33784 8.11667 0.00442 0.098 0.042 0.136
H -5.53022 5.32941 -1.37627 0.165 0.098 -0.097
H -6.08923 6.66366 -0.41902 0.130 0.125 -0.053
H -3.79625 4.77190 0.25186 0.050 0.074 0.049
H -5.29119 5.05540 1.12464 0.039 0.044 -0.039
H -4.03979 6.29301 1.13425 -0.001 -0.027 -0.064
H -3.03908 7.16064 -3.11729 -0.064 0.067 0.126
H -3.69492 5.58805 -2.83608 -0.180 0.075 0.192
H -1.68319 6.85429 -0.88751 -0.068 -0.020 -0.020
H -1.22336 5.91440 -2.30116 -0.055 0.023 0.032
H -2.14738 5.14808 -1.02166 0.035 0.093 0.091
```
Forces are in eV/Å.

Its net charge is +1. Its multiplicity is 1. The HOMO energy comes out at -9.10 eV. The calculation puts the gap between HOMO and LUMO at 3.894 eV.

---

[3]
The following is a DFT calculation (wB97M-V/def2-TZVPD) of a cluster of 7 separate species, C23H45FNO19 in total at a distorted geometry.

Geometry as XYZ:
```
89
Properties=species:S:1:pos:R:3:forces:R:3
C -0.99678 -0.18115 -5.76175 1.069 -0.431 0.055
N -0.56345 1.19686 -6.09626 -0.858 -0.033 1.356
C -1.61743 1.99123 -6.74992 0.305 0.509 -1.229
C 0.06038 1.91067 -4.96919 1.879 1.926 1.473
O -0.47768 2.19619 -3.87878 -0.268 -1.141 -2.031
C 1.57098 2.29359 -5.17283 -1.390 -0.988 -1.266
C 2.40320 1.13957 -4.43777 -0.354 0.539 -0.833
F 2.72870 1.72205 -3.13685 -0.647 -0.460 0.089
H -0.47651 -0.48527 -4.81129 -0.663 0.182 -0.896
H -2.10382 -0.31615 -5.64895 0.806 0.196 -0.091
H -0.58424 -0.85451 -6.56871 -0.755 0.414 0.759
H -1.40225 1.97848 -7.86206 -0.419 0.071 0.963
H -1.60214 3.07496 -6.44788 0.031 -1.106 -0.068
H -2.65572 1.58776 -6.62431 0.796 0.275 0.237
H 1.80565 3.32004 -4.80467 -0.174 -0.946 0.022
H 1.77449 2.24633 -6.28153 -0.059 0.122 1.064
H 1.67039 0.27347 -4.29176 0.620 0.791 0.380
C -0.08553 3.43628 -1.20082 0.215 -0.411 -0.418
O -0.37358 4.59498 -0.39643 -0.422 0.225 0.371
C -1.64951 4.71996 -0.04744 0.744 -0.071 -0.318
O -2.54009 3.96776 -0.34279 -0.236 0.234 -0.002
O -1.77169 5.83033 0.69799 -0.064 0.062 0.071
C -3.09890 6.08746 1.14623 -0.219 0.132 0.100
H 0.98098 3.44245 -1.42093 -0.064 0.119 0.096
H -0.31931 2.52264 -0.65218 -0.098 0.098 -0.031
H -0.63066 3.46891 -2.14085 -0.015 -0.057 0.172
H -3.45575 5.27587 1.78174 -0.046 -0.005 -0.146
H -3.77019 6.23564 0.29899 0.000 -0.165 0.050
H -3.07504 7.00360 1.73470 0.229 -0.046 -0.071
C -0.21955 -5.44969 -1.94952 0.087 -0.271 0.061
O -0.18670 -4.16529 -2.56541 -0.048 -0.060 0.014
C -0.55613 -3.16418 -1.75630 0.169 0.513 -0.418
O -0.89428 -3.27773 -0.60670 -0.097 -0.218 0.193
O -0.48242 -2.02641 -2.44323 -0.037 -0.490 0.019
C -0.85020 -0.86372 -1.70096 -0.051 0.701 0.164
H 0.09716 -6.17874 -2.69405 0.003 0.227 -0.115
H 0.47079 -5.49170 -1.10581 -0.183 0.027 0.067
H -1.23278 -5.69782 -1.62896 0.084 0.067 0.124
H -0.18312 -0.72921 -0.84861 -0.117 -0.101 0.019
H -1.88881 -0.92824 -1.37215 0.104 -0.125 0.101
H -0.75010 0.00009 -2.35918 0.114 -0.211 -0.154
C -3.54030 2.24131 1.56174 -0.019 0.178 -0.217
O -3.86674 1.46263 2.71775 0.000 -0.219 0.197
C -2.96613 0.51851 3.00358 -0.255 0.186 0.006
O -1.95853 0.29490 2.38966 0.081 -0.037 0.026
O -3.38030 -0.13678 4.09579 -0.072 0.044 -0.014
C -2.50090 -1.17987 4.51199 0.197 -0.272 0.197
H -4.33104 2.97504 1.41983 -0.051 -0.157 0.202
H -2.60091 2.76926 1.70949 -0.003 -0.231 -0.018
H -3.49037 1.61060 0.67465 0.184 0.066 0.077
H -1.52044 -0.77795 4.77068 0.002 -0.070 -0.197
H -2.41075 -1.94060 3.73536 0.136 0.139 -0.023
H -2.93342 -1.63918 5.39980 -0.169 0.188 -0.073
C 4.89416 2.86975 3.10153 0.197 -0.128 0.209
O 3.99948 3.03631 2.00551 0.411 0.345 0.046
C 3.75700 4.31204 1.68011 -0.221 -0.112 -0.344
O 4.21472 5.28347 2.22295 0.056 -0.020 0.080
O 2.90986 4.30482 0.65256 0.095 -0.071 0.148
C 2.52221 5.59289 0.17497 -0.127 0.388 -0.256
H 5.00993 1.80007 3.27065 -0.149 0.024 -0.207
H 5.87214 3.29241 2.86821 -0.104 0.107 0.070
H 4.48493 3.32276 4.00592 0.092 0.113 -0.085
H 3.38432 6.15366 -0.18913 0.044 -0.065 0.205
H 2.00281 6.15044 0.95512 0.127 -0.012 -0.001
H 1.83617 5.43714 -0.65233 0.086 -0.182 0.125
C -1.86189 -5.18958 2.25973 -0.129 0.419 -0.223
O -1.67627 -6.39616 3.00522 0.127 -0.217 0.062
C -0.60370 -7.10283 2.64228 -0.312 0.128 0.179
O 0.17724 -6.81101 1.77678 0.087 -0.054 -0.031
O -0.54875 -8.19692 3.41240 -0.037 0.026 0.003
C 0.55783 -9.04991 3.13070 0.239 -0.264 0.004
H -2.75811 -4.70151 2.63942 0.034 -0.238 0.149
H -1.01565 -4.51636 2.39856 -0.003 -0.117 -0.168
H -2.00823 -5.40760 1.20185 0.207 0.065 0.044
H 1.50017 -8.52871 3.30394 -0.060 0.017 -0.163
H 0.50713 -9.42160 2.10648 0.088 0.150 0.015
H 0.49993 -9.89804 3.81122 -0.201 0.154 0.052
C 2.23948 -3.48077 1.99167 -0.019 -0.335 0.007
O 2.37228 -2.17665 1.43439 0.008 0.070 0.106
C 2.06780 -1.18600 2.27995 -0.005 0.230 -0.446
O 1.70892 -1.31757 3.42226 0.031 -0.090 0.112
O 2.22975 -0.03013 1.63464 0.031 -0.270 0.134
C 1.93492 1.12569 2.41825 -0.499 0.300 0.104
H 2.51101 -4.19726 1.21821 -0.019 0.222 -0.095
H 2.91598 -3.60908 2.83835 -0.144 0.067 0.052
H 1.20778 -3.66851 2.29183 0.110 0.054 0.078
H 2.59889 1.18620 3.28141 -0.129 -0.115 0.027
H 0.89003 1.11655 2.73519 0.085 -0.192 0.117
H 2.09719 1.99676 1.79605 -0.004 -0.307 -0.207
```
Forces are in eV/Å.

Its net charge is -1. Its multiplicity is 1. The HOMO energy comes out at -1.87 eV. The calculation puts the gap between HOMO and LUMO at 3.921 eV.

---

Calculated values (eV) of LUMO energy for the records, taken in order: 0.358 -5.209 2.049.